# 1
Molecular formula: C35H100O25
Method: DFT, ωB97M-V with the def2-TZVPD basis set

Geometry as XYZ:
```
160
C35H100O25, DFT ωB97M-V with the def2-TZVPD basis set
C -1.9984 -4.4652 -1.8611
C -1.1999 -3.9894 -0.6473
C 0.2558 -3.5823 -1.0788
O -1.7179 -2.8029 -0.1405
H -1.7956 -3.9476 -2.7987
H -3.0342 -4.5115 -1.5249
H -1.6750 -5.4974 -1.9958
H -1.0453 -4.7529 0.1151
H 0.2470 -2.6905 -1.7055
H 0.7704 -4.4471 -1.4976
H 0.8166 -3.3688 -0.1689
H -2.4033 -2.6068 -0.7835
C 4.7496 -5.0047 2.0296
C 3.2638 -5.4682 2.2013
C 2.6233 -6.0479 0.8741
O 3.2188 -6.5241 3.0246
H 5.2292 -5.7940 1.4508
H 5.3005 -4.9580 2.9690
H 4.9630 -4.1357 1.4071
H 2.5515 -4.7753 2.6492
H 1.5880 -6.3084 1.0943
H 3.1727 -6.8885 0.4503
H 2.4819 -5.3044 0.0898
H 3.4806 -7.3109 2.5407
C -7.1404 -4.4180 1.8846
C -5.9485 -3.7268 2.3998
C -4.6984 -3.8062 1.4801
O -6.2686 -2.4206 2.5494
H -7.0749 -5.4913 1.7064
H -7.2940 -4.0070 0.8868
H -8.0465 -4.2662 2.4711
H -5.6762 -4.2788 3.2994
H -4.8149 -3.1871 0.5906
H -4.4815 -4.8565 1.2854
H -3.8882 -3.4722 2.1282
H -5.4938 -2.0542 2.9819
C 0.6623 6.1790 -2.1652
C 0.7040 4.6796 -2.6510
C -0.4952 4.4324 -3.6384
O 1.9719 4.4059 -3.1676
H 1.6583 6.4817 -1.8418
H 0.0189 6.1783 -1.2854
H 0.3238 6.7656 -3.0193
H 0.5080 3.9892 -1.8306
H -1.1105 5.2932 -3.9003
H -0.9868 3.4702 -3.4951
H 0.0168 4.3233 -4.5945
H 2.6764 4.6361 -2.5574
C 2.3569 0.0754 -3.9217
C 3.1731 1.2520 -3.3335
C 4.4988 0.7918 -2.6888
O 3.3455 2.2933 -4.3246
H 2.8670 -0.2313 -4.8348
H 1.4372 0.4538 -4.3679
H 2.1494 -0.6695 -3.1534
H 2.5402 1.6114 -2.5221
H 5.2081 0.4108 -3.4236
H 4.2919 0.0962 -1.8755
H 4.9016 1.7045 -2.2497
H 2.6388 2.8725 -4.0299
C 1.9712 2.2255 6.2359
C 2.2422 2.6830 7.7423
O 1.0270 3.3309 8.1665
O 1.5897 3.3451 5.4649
H 1.1709 1.4965 6.1091
H 2.8954 1.8454 5.8006
H 3.0285 3.3845 8.0210
H 2.3740 1.8347 8.4140
H 0.3842 3.2427 7.4590
H 2.1537 4.0828 5.7085
C 3.5605 4.8165 1.2151
C 2.6838 4.5207 2.3323
O 1.3115 4.4980 2.0119
O 4.9489 4.5670 1.4894
H 3.2348 5.8266 0.9666
H 3.2671 4.1617 0.3946
H 3.0273 5.1852 3.1250
H 2.8127 3.5256 2.7581
H 1.1396 3.5798 1.7907
H 5.4620 4.8904 0.7453
C -3.6360 -0.0959 1.6630
C -3.7814 -0.0803 3.1909
O -4.0271 -1.3026 3.8146
O -4.8902 -0.0139 0.9276
H -3.1061 -1.0221 1.4406
H -3.0341 0.7336 1.2918
H -4.6093 0.5906 3.4202
H -2.8193 0.2872 3.5476
H -3.2203 -1.7546 4.0723
H -5.3994 0.6508 1.3972
C -3.3997 -0.3345 -7.3380
C -2.6228 -0.5741 -6.0137
O -2.1154 0.6055 -5.4948
O -4.4995 0.5655 -7.1796
H -3.8430 -1.2699 -7.6794
H -2.6071 -0.0011 -8.0079
H -1.6894 -1.1348 -6.0642
H -3.3475 -1.0307 -5.3396
H -2.7300 1.2550 -5.8441
H -4.8956 0.7411 -8.0362
C -5.3792 0.1028 -2.8510
C -4.6586 -1.2218 -2.3847
O -3.6504 -1.1064 -1.4248
O -6.1506 0.6072 -1.7502
H -5.9912 -0.0287 -3.7433
H -4.5820 0.7734 -3.1716
H -4.3880 -1.7237 -3.3137
H -5.4997 -1.6783 -1.8629
H -4.0471 -0.6965 -0.6527
H -5.6366 0.7632 -0.9546
C -2.7428 4.5558 5.6698
C -2.0223 3.2700 5.1083
O -1.2170 2.6102 6.0462
O -3.7850 4.1168 6.5632
H -3.2405 5.1338 4.8912
H -2.0500 5.2167 6.1906
H -1.3441 3.5210 4.2927
H -2.7340 2.5277 4.7472
H -0.3735 2.4928 5.6031
H -4.2938 4.8871 6.8267
C 5.5673 4.8949 -2.2186
C 6.5739 5.9998 -2.2088
O 6.8706 6.4679 -0.8683
O 4.2819 5.3710 -1.9335
H 5.7981 4.1141 -1.4940
H 5.4606 4.2144 -3.0634
H 6.3694 6.9298 -2.7393
H 7.4269 5.5613 -2.7268
H 7.4236 7.2461 -0.7672
H 4.4515 6.3125 -1.8537
C -0.7424 -2.5058 3.3477
C -0.2448 -3.9282 3.0788
O -1.3731 -4.7538 2.8798
O -1.7710 -2.6022 4.2824
H -1.2821 -2.0674 2.5083
H 0.0357 -1.7837 3.5953
H 0.2722 -4.1591 4.0102
H 0.4672 -4.0519 2.2628
H -2.0893 -4.1777 2.6027
H -1.3911 -3.0250 5.0560
C 0.5025 0.0253 -0.3182
C 1.0092 1.4912 -0.0429
O 0.7565 1.8314 1.2540
O -0.5435 -0.3949 0.4422
H 1.3950 -0.5543 -0.0824
H 0.2669 -0.1877 -1.3609
H 0.3875 2.0985 -0.7007
H 2.0198 1.6149 -0.4322
H 0.1179 1.1725 1.5363
H -0.9131 -1.2071 0.0881
C 3.8542 -4.4096 -5.1714
C 2.8766 -3.9937 -3.9700
O 1.6283 -3.6761 -4.4488
O 3.6741 -5.7823 -5.3904
H 4.9193 -4.2312 -5.0239
H 3.6546 -3.7057 -5.9794
H 3.3266 -3.1529 -3.4422
H 2.9580 -4.7688 -3.2080
H 1.1079 -4.4826 -4.4647
H 4.2978 -6.0522 -6.0684
```

Computed properties:
- Relative energy (zero: lowest compared OMol25 entry of this formula, charge and spin): 107.8 kcal per mole
- Frontier orbital gap: 9.59 eV
- Highest occupied orbital energy: -0.3421 Eh

# 2
Molecular formula: C35H101N3O14
Method: DFT, ωB97M-V with the def2-TZVPD basis set

Geometry as XYZ:
```
153
C35H101N3O14, DFT ωB97M-V with the def2-TZVPD basis set
C 16.3669 18.5012 10.9520
C 14.8875 18.1222 10.8122
O 14.4375 18.3137 9.5074
H 16.5092 19.5657 10.7658
H 16.9857 17.8905 10.2945
H 16.6567 18.2616 11.9751
H 14.3486 18.7210 11.5465
H 14.8195 17.0660 11.0729
H 14.2044 19.2376 9.3911
C 11.2810 12.6543 13.3134
C 10.1309 12.5479 12.3008
O 10.5932 12.8482 10.9891
H 12.1156 11.9694 13.1640
H 10.8162 12.4454 14.2770
H 11.6904 13.6644 13.3163
H 9.2926 13.1886 12.5742
H 9.7252 11.5368 12.2678
H 10.8426 13.7713 10.9041
C 14.1675 17.0102 18.5726
C 12.7347 17.6014 18.7194
O 12.7949 18.6977 19.6271
H 14.5025 16.6181 19.5329
H 14.9275 17.7197 18.2453
H 14.2020 16.1808 17.8662
H 11.9452 16.9455 19.0862
H 12.3834 17.9660 17.7541
H 13.4999 19.3047 19.3903
C 16.1987 12.8212 19.7351
C 16.7203 12.3358 18.3631
O 15.7052 12.4333 17.3945
H 16.9315 12.5589 20.4981
H 15.3332 12.2036 19.9755
H 15.9282 13.8769 19.7563
H 17.0672 11.3038 18.4168
H 17.5787 12.9415 18.0726
H 16.0894 12.1111 16.5759
C 12.2962 19.9441 13.7177
C 13.2498 21.0872 13.5132
O 12.8965 22.2348 14.2848
H 12.5808 19.0932 13.0987
H 11.2832 20.2254 13.4300
H 12.1717 19.6484 14.7594
H 13.3270 21.3708 12.4636
H 14.2387 20.8302 13.8928
H 13.4693 22.9068 13.9082
C 12.8006 13.5358 18.4945
C 12.4506 12.6640 17.2853
O 12.8617 11.3422 17.5630
H 12.1754 13.2031 19.3231
H 12.5398 14.5652 18.2487
H 13.8866 13.5041 18.5815
H 12.9697 12.9602 16.3737
H 11.3877 12.7801 17.0736
H 13.7965 11.2722 17.7702
C 14.8062 10.0857 10.4109
C 13.7101 11.1718 10.2116
O 14.3239 12.0620 9.2403
H 15.1486 9.7059 9.4483
H 14.2882 9.2341 10.8520
H 15.6019 10.3986 11.0871
H 13.4592 11.6906 11.1368
H 12.8323 10.7023 9.7676
H 13.6701 12.6669 8.8822
C 17.8417 11.4990 8.0875
C 17.5337 12.9619 8.4674
O 16.8857 13.0722 9.7478
H 16.9189 10.9296 8.1982
H 18.5991 10.9495 8.6465
H 18.1079 11.3579 7.0400
H 16.9362 13.5152 7.7429
H 18.4790 13.4969 8.5577
H 15.9776 12.7941 9.6075
C 18.9671 15.1069 11.6306
C 19.1163 13.6856 12.2035
O 17.9442 12.9370 12.2305
H 18.2651 15.7382 12.1753
H 18.5586 15.0663 10.6209
H 19.9074 15.6311 11.8015
H 19.5511 13.7503 13.2009
H 19.8692 13.1979 11.5844
H 17.5771 12.8528 11.3474
C 7.5419 17.9444 13.1235
C 8.7514 18.6977 13.6972
O 8.9058 18.7930 15.0457
H 7.6082 16.8633 13.2451
H 7.4757 18.0790 12.0439
H 6.6358 18.3430 13.5798
H 8.7111 19.7096 13.2941
H 9.6651 18.3014 13.2541
H 9.4949 19.5462 15.1309
C 17.6054 17.8737 15.5134
C 18.3189 16.8168 16.3296
C 17.4888 16.2599 17.5202
O 18.6872 15.7817 15.4683
H 16.6742 17.5192 15.0715
H 18.2968 18.2760 14.7730
H 17.2813 18.7255 16.1112
H 19.2444 17.2239 16.7367
H 16.5978 15.7503 17.1533
H 17.2640 17.1042 18.1718
H 17.9958 15.4827 18.0921
H 17.9146 15.3410 15.1071
C 14.9301 10.7717 14.3827
C 16.3127 10.6161 14.8052
C 17.1330 9.6303 13.9001
O 18.5090 9.4802 14.4019
C 18.6432 8.6382 15.5543
N 17.1168 11.8050 14.8852
H 14.3909 9.8276 14.3042
H 15.0026 11.2413 13.4017
H 14.3131 11.3825 15.0418
H 16.2968 10.2277 15.8235
H 17.1970 10.0415 12.8927
H 16.6035 8.6787 13.8531
H 18.5249 7.6356 15.1433
H 17.9362 8.7934 16.3692
H 19.6525 8.7504 15.9505
H 18.0353 11.4491 15.1084
H 17.2507 12.1696 13.9528
C 13.6563 15.2888 7.7750
C 12.6288 14.8442 8.8196
C 11.4713 15.8898 8.9102
O 10.5080 15.6695 9.9227
C 10.8695 16.3036 11.1656
N 12.1096 13.5115 8.5682
H 14.2063 16.1422 8.1717
H 13.1560 15.5123 6.8327
H 14.4675 14.5623 7.7282
H 13.1004 14.7381 9.7965
H 10.9172 15.9834 7.9762
H 11.9257 16.8769 8.9960
H 10.4627 17.3117 11.2454
H 11.9348 16.2292 11.3839
H 10.3755 15.7475 11.9624
H 11.3837 13.4578 7.8680
H 11.5128 13.3067 9.3568
C 14.7118 14.0404 12.6312
C 15.1735 15.1477 13.5344
C 14.1394 15.5810 14.5982
O 12.9355 16.0184 13.9586
C 11.8494 16.2580 14.7992
N 16.4360 14.7235 14.1498
H 13.9942 14.4563 11.9239
H 14.2330 13.2506 13.2101
H 15.5112 13.7150 11.9656
H 15.3024 16.0223 12.8967
H 14.4990 16.4322 15.1764
H 14.0613 14.7425 15.2902
H 11.6515 15.4755 15.5317
H 10.9455 16.4123 14.2101
H 12.0199 17.2135 15.2953
H 16.2927 13.9925 14.8318
H 16.9046 14.2521 13.3893
```

Computed properties:
- Relative energy (zero: lowest compared OMol25 entry of this formula, charge and spin): 31.5 kcal per mole
- Frontier orbital gap: 9.45 eV
- Highest occupied orbital energy: -0.3375 Eh

# 3
Molecular formula: C35H16F4N7PdS2
Method: DFT, ωB97M-V with the def2-TZVPD basis set

Geometry as XYZ:
```
65
C35H16F4N7PdS2, DFT ωB97M-V with the def2-TZVPD basis set
Pd 0.6871 -0.7356 0.7317
S 0.1378 -4.6449 2.7474
C -1.3501 -4.4198 1.8811
C -2.3822 -5.3334 1.6825
C -3.4890 -4.9160 0.9723
C -3.5808 -3.6023 0.4958
C -2.5586 -2.6978 0.6966
C -1.4162 -3.1210 1.3749
N -0.2893 -2.3534 1.6587
C 0.5785 -3.0301 2.3703
C 1.8698 -2.4248 2.6558
C 2.8300 -2.9675 3.5005
C 4.0741 -2.3649 3.5936
C 4.3610 -1.2494 2.8221
C 3.4047 -0.6967 1.9696
C 2.1498 -1.2686 1.9209
H -2.3181 -6.3390 2.0749
H -4.3023 -5.6071 0.7998
H -4.4782 -3.2895 -0.0221
H -2.6448 -1.6717 0.3679
H 2.6127 -3.8628 4.0711
H 4.8272 -2.7770 4.2504
H 5.3432 -0.7979 2.8759
H 3.6570 0.1634 1.3670
S 2.6013 5.4923 -0.4414
C 2.1047 3.8619 -0.0334
C 2.0948 3.3280 1.2513
C 1.7195 2.0128 1.4351
N 1.3650 1.2090 0.4281
C 1.3709 1.7218 -0.8159
C 1.7208 3.0217 -1.0853
C 2.6775 6.2589 1.1639
C 3.9047 6.5315 1.7458
C 3.9109 7.1531 2.9889
N 2.8092 7.4923 3.6492
C 1.6391 7.2304 3.0690
C 1.5146 6.6243 1.8287
H 2.3706 3.9220 2.1104
H 1.7008 1.5802 2.4258
H 1.0810 1.0568 -1.6190
H 1.6967 3.3825 -2.1046
H 4.8300 6.2700 1.2514
H 4.8509 7.3844 3.4767
H 0.7559 7.5280 3.6225
H 0.5415 6.4471 1.3912
F -1.2682 -0.8682 -1.4176
C -1.9692 -1.1753 -2.5192
C -2.6612 -0.1946 -3.1062
F -2.5665 1.0312 -2.6213
C -3.5680 -0.4345 -4.2271
C -3.7401 -1.8463 -4.5533
C -3.0521 -2.8286 -3.9517
F -3.2467 -4.0752 -4.3412
C -2.0326 -2.5722 -2.9403
C -1.2056 -3.5336 -2.4473
C -0.0641 -3.1936 -1.6422
N 0.8483 -2.8682 -1.0245
C -1.3676 -4.9341 -2.7106
N -1.5183 -6.0626 -2.8589
F -4.5929 -2.1579 -5.5101
C -4.1997 0.5643 -4.8916
C -3.9931 1.9585 -4.5989
N -3.8120 3.0756 -4.4068
C -5.1216 0.3512 -5.9738
N -5.8525 0.2628 -6.8546
```

Computed properties:
- Relative energy (zero: lowest compared OMol25 entry of this formula, charge and spin): 0.0 kcal per mole
- Frontier orbital gap (spin up / spin down): 5.85 / 5.85 eV
- Net charge: +1
- Highest occupied orbital energy (spin up / spin down): -0.4219 / -0.4219 Eh

# 4
Molecular formula: C35H21Cl2N7O5SSc
Method: DFT, ωB97M-V with the def2-TZVPD basis set

Geometry as XYZ:
```
72
C35H21Cl2N7O5SSc, DFT ωB97M-V with the def2-TZVPD basis set
Sc 0.1285 0.2774 -0.2559
Cl 1.2457 4.6146 -5.5870
C 0.9881 4.0139 -3.9779
C 0.6154 2.6834 -3.8268
C 0.4126 2.1570 -2.5612
N 0.0173 0.8259 -2.2823
C -0.4956 -0.0105 -3.2040
O -0.6267 0.1434 -4.4101
C -1.0066 -1.3179 -2.5979
C -1.7394 -2.1869 -3.3867
C -2.1946 -3.3657 -2.8240
C -1.8837 -3.6542 -1.5018
C -1.1524 -2.7303 -0.7822
N -0.7481 -1.5735 -1.3106
C 0.5667 2.9862 -1.4284
C 0.9244 4.3142 -1.5950
C 1.1434 4.8240 -2.8696
Cl 1.6065 6.4901 -3.0185
N 0.2838 2.3648 -0.1865
C -0.0236 3.0532 0.9338
O 0.0367 4.2547 1.1444
C -0.5757 2.1603 2.0422
C -1.1584 2.7482 3.1500
C -1.6966 1.9290 4.1265
C -1.6185 0.5513 3.9756
C -1.0227 0.0457 2.8369
N -0.5300 0.8334 1.8795
H 0.4851 2.0604 -4.6964
H -1.9201 -1.9106 -4.4155
H -2.7805 -4.0610 -3.4119
H -2.2017 -4.5741 -1.0316
H -0.8754 -2.9152 0.2496
H 1.0339 4.9540 -0.7350
H -1.1732 3.8271 3.2056
H -2.1738 2.3585 4.9979
H -2.0167 -0.1235 4.7203
H -0.9360 -1.0235 2.6798
C 2.0416 -0.6679 0.2960
C 3.1529 -1.1063 0.5410
C 4.4714 -1.6079 0.8183
C 4.6571 -2.6650 1.7120
C 5.9294 -3.1475 1.9778
C 7.0360 -2.5827 1.3569
C 6.8602 -1.5300 0.4673
C 5.5898 -1.0450 0.1987
H 3.7913 -3.1005 2.1938
H 6.0563 -3.9677 2.6735
H 8.0293 -2.9598 1.5653
H 7.7167 -1.0824 -0.0210
H 5.4462 -0.2249 -0.4925
O -8.0652 5.2838 0.3849
S -8.7067 4.6914 -0.7731
O -10.1509 4.6924 -0.7449
O -8.1101 5.0412 -2.0485
C -8.2559 2.9381 -0.6126
N -9.2263 2.0276 -0.5170
C -8.8398 0.7608 -0.4101
C -7.5149 0.3772 -0.3684
C -6.5843 1.4015 -0.4775
N -6.9431 2.6643 -0.6128
C -5.1127 1.1424 -0.4410
C -4.5940 -0.0236 0.1092
C -3.2278 -0.1996 0.1362
N -2.3609 0.6881 -0.3539
C -2.8594 1.8083 -0.8885
C -4.2164 2.0774 -0.9408
H -9.6290 0.0167 -0.3446
H -7.2397 -0.6640 -0.2837
H -5.2320 -0.7807 0.5426
H -2.8092 -1.0950 0.5832
H -2.1415 2.5166 -1.2837
H -4.5874 3.0033 -1.3601
```

Computed properties:
- Frontier orbital gap: 6.56 eV
- Net charge: -1
- Highest occupied orbital energy: -0.2032 Eh